Entry 1:
Density functional theory data (ωB97M-V with the def2-TZVPD basis set) for a structure of composition C20H8BiI2N3O10Se.

Structure (XYZ):
```
45
Properties=species:S:1:pos:R:3:nbo_charge:R:1
Bi -0.925 -0.955 0.411 2.117
O 2.887 -5.258 -2.391 -0.536
C 2.218 -4.436 -1.816 0.385
C 1.873 -3.045 -2.316 0.346
O 2.253 -2.541 -3.357 -0.585
C 1.028 -2.463 -1.282 0.273
C 0.833 -3.350 -0.208 0.242
O 0.140 -3.039 0.820 -0.758
C 1.575 -4.598 -0.446 0.371
O 1.692 -5.559 0.285 -0.560
O 0.521 -1.270 -1.293 -0.828
I -1.437 4.105 3.163 0.086
C 0.324 2.980 3.055 -0.288
C 1.446 3.388 3.775 -0.225
C 2.615 2.676 3.700 -0.211
I 4.263 3.372 4.809 0.057
C 2.705 1.515 2.893 -0.137
C 3.864 0.721 2.742 -0.152
C 3.845 -0.381 1.938 -0.256
C 2.655 -0.719 1.272 0.058
N 1.561 -0.008 1.390 -0.449
C 1.555 1.099 2.171 0.157
C 0.295 1.847 2.213 0.367
O -0.712 1.495 1.539 -0.754
H 1.389 4.274 4.392 0.223
H 4.768 0.998 3.270 0.214
H 4.726 -0.997 1.811 0.214
H 2.606 -1.595 0.635 0.208
O -4.365 -0.790 -1.676 -1.090
Se -3.758 -1.749 -0.518 2.756
O -2.165 -2.182 -0.959 -1.161
O -3.378 -0.879 0.851 -1.139
O -4.654 -3.053 -0.220 -1.047
N -4.481 3.515 -4.838 -0.338
C -3.888 2.902 -4.067 0.303
C -3.124 2.140 -3.106 -0.124
C -3.199 2.446 -1.756 -0.198
C -2.450 1.694 -0.872 0.093
N -1.661 0.700 -1.285 -0.496
C -1.599 0.396 -2.582 0.108
C -2.311 1.101 -3.532 -0.205
H -3.838 3.240 -1.396 0.226
H -2.473 1.875 0.195 0.255
H -0.967 -0.444 -2.840 0.250
H -2.251 0.830 -4.576 0.228
```

Orbital gap in eV: 6.10
Total charge: -2

---

Entry 2:
Density functional theory data (ωB97M-V with the def2-TZVPD basis set) for a structure of composition C20H9F5IrO5S2.

Structure (XYZ):
```
42
Properties=species:S:1:pos:R:3:nbo_charge:R:1
Ir -0.752 -1.114 -0.376 0.882
S 0.247 -2.988 -1.137 -0.071
C -0.366 -3.180 -2.774 -0.234
C 0.163 -4.146 -3.629 -0.218
C -0.335 -4.303 -4.912 -0.244
C -1.372 -3.489 -5.357 -0.244
C -1.901 -2.526 -4.513 -0.262
C -1.409 -2.369 -3.219 -0.095
S -2.139 -1.188 -2.132 -0.013
H 0.972 -4.774 -3.276 0.204
H 0.089 -5.055 -5.567 0.197
H -1.762 -3.599 -6.362 0.197
H -2.706 -1.883 -4.851 0.205
F -1.403 -1.445 6.180 -0.305
C -1.547 -1.636 4.856 0.213
C -0.517 -1.343 3.984 0.271
F 0.646 -0.874 4.454 -0.299
C -0.691 -1.544 2.631 0.257
F 0.358 -1.266 1.800 -0.324
C -1.879 -2.029 2.057 0.240
O -2.041 -2.226 0.782 -0.665
C -2.901 -2.312 2.982 0.260
F -4.075 -2.780 2.540 -0.299
C -2.737 -2.124 4.340 0.274
F -3.745 -2.405 5.179 -0.303
O -0.722 0.987 0.471 -0.709
C 0.306 1.148 -0.242 0.757
O 0.623 0.263 -1.101 -0.643
C 1.172 2.342 -0.065 -0.172
C 2.346 2.456 -0.796 -0.154
C 3.189 3.559 -0.641 -0.268
C 2.793 4.512 0.264 0.228
O 3.431 5.679 0.593 -0.485
C 2.642 6.285 1.616 0.238
O 1.475 5.495 1.807 -0.495
C 1.621 4.397 0.991 0.272
C 0.783 3.325 0.855 -0.222
H 2.597 1.666 -1.489 0.243
H 4.108 3.660 -1.201 0.225
H 2.353 7.289 1.298 0.158
H 3.218 6.316 2.545 0.152
H -0.132 3.217 1.419 0.251
```

Orbital gap in eV: 6.23
Total charge: -1

---

Entry 3:
Density functional theory data (ωB97M-V with the def2-TZVPD basis set) for a cluster of 2 separate species, C21H13ClF3NO2S in total at a distorted geometry.

Structure (XYZ):
```
42
Properties=species:S:1:pos:R:3:nbo_charge:R:1
F 1.833 -5.064 -3.132 -0.323
C 1.122 -4.361 -2.180 0.422
C 0.416 -5.100 -1.230 -0.311
C -0.512 -4.363 -0.485 0.407
F -1.416 -5.062 0.290 -0.323
C -0.577 -2.980 -0.508 -0.237
C 0.208 -2.229 -1.442 -0.082
C -0.049 -0.818 -1.516 -0.008
C 0.103 0.023 -2.676 -0.117
C -0.670 1.234 -2.690 -0.140
C -0.879 1.951 -3.859 -0.199
C -0.093 1.696 -4.994 -0.233
C 0.715 0.558 -4.968 0.383
F 1.432 0.252 -6.105 -0.330
C 0.821 -0.292 -3.872 -0.229
C 1.130 -2.972 -2.236 -0.257
H 0.514 -6.182 -1.140 0.259
H -1.286 -2.464 0.143 0.236
H -0.816 -0.445 -0.816 0.264
H -1.154 1.556 -1.760 0.251
H -1.649 2.728 -3.884 0.230
H -0.138 2.330 -5.877 0.240
H 1.449 -1.178 -3.938 0.224
H 1.829 -2.482 -2.900 0.231
N -0.570 2.602 8.140 -0.286
C -0.462 2.541 6.975 0.254
C -0.352 2.458 5.536 -0.095
C -1.513 2.531 4.751 -0.182
C -1.446 2.310 3.367 -0.181
C -0.195 2.119 2.772 -0.300
S -0.129 1.757 1.006 2.130
C 0.432 0.088 0.781 -0.664
Cl 2.027 -0.259 1.197 0.035
O -1.490 1.693 0.482 -0.966
O 0.825 2.682 0.447 -0.924
C 0.978 2.143 3.534 -0.193
C 0.898 2.314 4.918 -0.170
H -2.477 2.741 5.223 0.236
H -2.356 2.245 2.768 0.254
H -0.250 -0.593 1.291 0.210
H 1.943 1.972 3.062 0.249
H 1.805 2.317 5.525 0.235
```

Orbital gap in eV: 5.67

---

Entry 4:
Density functional theory data (ωB97M-V with the def2-TZVPD basis set) for a structure of composition C21H13N3O10S2SbScSe4.

Structure (XYZ):
```
55
Properties=species:S:1:pos:R:3:nbo_charge:R:1
Sc 0.653 -0.636 0.470 1.470
O -1.922 0.588 -4.354 -0.622
C -1.130 -0.393 -4.182 0.707
O -0.685 -0.806 -2.991 -0.287
C -0.541 -1.410 -4.919 -0.129
C 0.054 -1.741 -6.115 -0.110
C 1.255 -2.418 -6.049 -0.371
C 1.925 -2.393 -4.797 -0.134
C 1.324 -1.992 -3.640 -0.110
N -0.098 -2.001 -3.639 -0.077
C 1.983 -1.755 -2.375 0.818
O 3.321 -1.756 -2.320 -0.636
O 1.373 -1.540 -1.344 -0.625
H -1.931 1.146 -3.502 0.554
H -0.355 -1.383 -7.051 0.226
H 1.776 -2.742 -6.937 0.212
H 2.973 -2.673 -4.789 0.194
H 3.691 -1.841 -3.205 0.483
O -1.796 1.580 -1.959 -0.628
C -2.139 2.225 -0.983 0.490
C -1.242 2.819 0.014 -0.292
C -1.753 3.950 0.643 -0.104
C -0.981 4.661 1.535 -0.070
C 0.303 4.226 1.874 -0.135
C 0.808 3.093 1.297 -0.302
C 0.067 2.350 0.343 0.536
O 0.611 1.275 -0.141 -0.789
N -1.511 5.870 2.135 0.537
O -2.615 6.257 1.785 -0.409
O -0.783 6.510 2.882 -0.420
H -3.207 2.455 -0.837 0.150
H -2.759 4.283 0.423 0.243
H 0.873 4.779 2.605 0.237
H 1.773 2.701 1.593 0.249
Se -8.559 0.325 -0.418 -0.849
Sb -6.548 1.617 -0.631 0.669
Se -1.988 -1.196 0.362 -0.353
Se -4.586 -0.048 -0.984 -0.348
Se -5.449 1.083 -2.910 -0.441
O 2.445 1.047 3.395 -0.951
S 1.916 -0.212 2.927 2.279
O 2.559 -0.601 1.600 -1.017
N 0.360 -0.282 2.610 -0.989
C 0.001 -1.710 2.842 -0.234
S -0.682 -2.604 1.470 0.066
C 0.891 -2.358 3.680 -0.081
C 0.936 -3.691 4.198 -0.245
C 1.911 -4.031 5.096 -0.199
C 2.932 -3.136 5.513 -0.357
C 2.989 -1.882 4.936 -0.166
C 2.004 -1.521 4.032 -0.431
H 0.183 -4.413 3.906 0.205
H 1.904 -5.036 5.506 0.188
H 3.670 -3.449 6.240 0.191
H 3.792 -1.188 5.161 0.208
```

Orbital gap in eV: 3.68
Total charge: -2

---

Entry 5:
Density functional theory data (ωB97M-V with the def2-TZVPD basis set) for a structure of composition C21H14Cl2N2O2RhS2 at a distorted geometry.

Structure (XYZ):
```
44
Properties=species:S:1:pos:R:3:nbo_charge:R:1
Rh -0.688 -0.298 -1.260 0.846
O -2.525 1.421 0.449 -0.917
S -2.039 0.812 1.667 2.289
O -2.944 0.255 2.619 -0.909
N -1.021 -0.370 0.927 -0.705
C -0.723 -1.579 1.476 0.142
C -0.822 -1.895 2.842 -0.139
C -0.405 -3.083 3.340 -0.212
C 0.087 -4.077 2.564 -0.072
C 0.104 -3.870 1.140 -0.133
C 0.374 -4.867 0.248 -0.075
C 0.198 -4.656 -1.131 -0.236
C -0.223 -3.422 -1.559 0.069
N -0.476 -2.419 -0.722 -0.514
C -0.325 -2.620 0.578 0.248
C -0.959 1.933 2.482 -0.373
C -0.026 2.622 1.721 -0.186
C 0.654 3.626 2.325 -0.197
C 0.475 3.867 3.681 -0.168
C -0.487 3.207 4.467 -0.191
C -1.204 2.139 3.843 -0.166
H -1.401 -1.176 3.492 0.265
H -0.470 -3.275 4.353 0.235
H 0.380 -5.046 2.954 0.237
H 0.695 -5.828 0.590 0.233
H 0.460 -5.465 -1.805 0.250
H -0.369 -3.196 -2.593 0.221
H 0.124 2.447 0.608 0.248
H 1.422 4.155 1.706 0.235
H 1.094 4.596 4.218 0.230
H -0.578 3.362 5.519 0.233
H -1.986 1.685 4.358 0.243
Cl 1.218 -0.813 -2.890 0.013
C 1.160 0.675 -3.883 0.017
C 1.879 0.630 -5.073 -0.243
C 1.969 1.724 -5.874 -0.162
C 1.232 2.868 -5.510 -0.213
C 0.530 2.931 -4.294 0.005
Cl -0.484 4.305 -3.936 0.056
C 0.483 1.802 -3.385 -0.315
S -0.407 1.905 -1.928 0.082
H 2.353 -0.327 -5.323 0.241
H 2.482 1.629 -6.836 0.244
H 1.191 3.689 -6.170 0.242
```

Orbital gap (alpha / beta) in eV: 7.23 / 5.69
Total charge: +1
2S+1: 5

---

Entry 6:
Density functional theory data (ωB97M-V with the def2-TZVPD basis set) for the molecule C21H14ClF3N6 at a distorted geometry.

Structure (XYZ):
```
45
Properties=species:S:1:pos:R:3:nbo_charge:R:1
N 2.561 4.025 -2.394 -0.264
C 2.286 3.127 -1.697 0.248
C 1.962 2.134 -0.705 0.304
N 1.403 2.584 0.432 -0.480
C 1.165 1.723 1.372 0.431
N 0.621 2.156 2.573 -0.568
C -0.042 3.459 2.709 -0.248
C -1.492 3.283 2.313 -0.022
C -2.063 4.074 1.341 -0.210
C -3.352 3.831 0.915 -0.205
C -4.175 2.877 1.511 -0.041
Cl -5.839 2.733 0.970 0.003
C -3.658 2.193 2.623 -0.214
C -2.302 2.358 2.993 -0.212
C 1.446 0.356 1.269 -0.013
N 1.293 -0.769 2.085 -0.454
C 1.825 -1.790 1.431 0.231
N 2.279 -1.390 0.169 -0.358
C 2.865 -2.195 -0.918 -0.244
C 1.748 -2.596 -1.788 -0.053
C 1.417 -1.832 -2.939 -0.170
C 0.281 -2.164 -3.686 -0.202
C -0.509 -3.274 -3.352 -0.207
C -0.239 -4.041 -2.237 -0.075
C -0.983 -5.302 -1.843 0.970
F -1.455 -5.150 -0.576 -0.322
F -0.127 -6.392 -1.883 -0.331
F -2.007 -5.541 -2.670 -0.310
C 0.867 -3.645 -1.444 -0.189
C 2.025 -0.014 0.074 0.341
N 2.297 0.830 -0.922 -0.465
H 0.220 1.409 3.114 0.400
H 0.476 4.241 2.068 0.241
H 0.006 3.826 3.731 0.215
H -1.475 4.818 0.846 0.223
H -3.789 4.382 0.077 0.225
H -4.294 1.527 3.168 0.226
H -1.877 1.754 3.784 0.210
H 1.883 -2.815 1.828 0.221
H 3.444 -3.055 -0.608 0.230
H 3.570 -1.559 -1.488 0.241
H 2.004 -0.955 -3.171 0.231
H -0.002 -1.543 -4.508 0.222
H -1.369 -3.433 -3.990 0.230
H 1.104 -4.244 -0.579 0.211
```

Orbital gap in eV: 8.54
SMILES string: N#Cc1nc(NCc2ccc(Cl)cc2)c2ncn(Cc3cccc(C(F)(F)F)c3)c2n1

---

Entry 7:
Density functional theory data (ωB97M-V with the def2-TZVPD basis set) for a structure of composition C21H15BaN6O2 at a distorted geometry.

Structure (XYZ):
```
45
Properties=species:S:1:pos:R:3:mulliken_charge:R:1
Ba -0.146 0.316 -1.963 1.874
C -1.721 -4.309 -2.095 -0.719
C -1.498 -4.927 -0.868 -0.341
C -1.070 -4.164 0.187 -0.519
C -0.847 -2.780 0.034 0.079
N -1.086 -2.189 -1.153 0.029
C -1.516 -2.949 -2.170 -0.192
N -0.350 -2.140 1.133 -0.424
C -0.234 -0.870 1.349 -0.168
N -0.600 0.229 0.614 -0.796
C -0.184 1.330 1.312 0.228
N -0.236 2.600 1.070 -0.466
C -0.742 3.287 0.002 0.308
C -0.763 4.688 0.162 -0.437
C -1.234 5.495 -0.841 -0.379
C -1.684 4.909 -2.022 -0.611
C -1.624 3.537 -2.116 -0.260
N -1.170 2.729 -1.147 -0.251
C 0.452 0.922 2.596 0.035
C 1.015 1.649 3.625 -0.016
C 1.542 0.939 4.698 -0.590
C 1.502 -0.455 4.724 -0.571
C 0.935 -1.174 3.677 -0.071
C 0.414 -0.454 2.622 0.182
H -2.054 -4.865 -2.960 0.410
H -1.652 -5.993 -0.753 0.384
H -0.869 -4.596 1.158 0.418
H -1.704 -2.423 -3.103 0.360
H -0.391 5.094 1.091 0.409
H -1.250 6.572 -0.725 0.380
H -2.058 5.503 -2.843 0.389
H -1.957 3.041 -3.025 0.423
H 1.044 2.730 3.582 0.520
H 1.997 1.474 5.523 0.377
H 1.927 -0.983 5.569 0.380
H 0.904 -2.256 3.676 0.522
N -2.008 -0.006 -5.522 -0.470
C -1.412 0.030 -4.524 -0.437
C 2.881 -2.059 -1.348 -0.179
O 3.836 -0.994 -1.330 -0.155
C 3.439 0.264 -1.746 -1.071
O 2.232 0.283 -2.120 0.008
H 3.409 -2.947 -1.006 0.299
H 2.486 -2.231 -2.351 0.193
H 2.046 -1.860 -0.670 -0.085
```

Orbital gap in eV: 5.97
Total charge: -1

---

Entry 8:
Density functional theory data (ωB97M-V with the def2-TZVPD basis set) for a structure of composition C21H15Br2CrN8Se.

Structure (XYZ):
```
48
Properties=species:S:1:pos:R:3:nbo_charge:R:1
Cr -0.686 0.083 -0.601 1.160
N -3.740 -2.223 -2.419 -0.297
C -3.494 -1.389 -1.420 0.253
N -2.282 -0.873 -1.587 -0.574
C -1.847 -1.462 -2.748 0.300
N -2.702 -2.285 -3.280 -0.182
C -0.569 -1.043 -3.326 0.127
C -0.121 -1.469 -4.564 0.068
N 0.980 -0.964 -5.111 -0.289
C 1.607 -0.011 -4.434 0.033
C 1.176 0.408 -3.182 0.033
N 0.102 -0.131 -2.605 -0.475
H -4.569 -2.775 -2.589 0.457
H -4.198 -1.165 -0.636 0.244
H -0.668 -2.224 -5.115 0.246
H 2.480 0.437 -4.891 0.238
H 1.702 1.189 -2.654 0.215
Br 2.602 5.440 1.348 0.230
C 1.846 3.798 0.951 -0.021
C 2.537 2.867 0.186 -0.245
C 1.896 1.694 -0.145 0.085
N 0.645 1.403 0.241 -0.532
C 0.026 2.265 1.083 0.192
C 0.582 3.475 1.433 -0.231
C -1.250 1.758 1.653 0.189
C -1.881 2.339 2.731 -0.228
C -2.992 1.704 3.275 -0.021
Br -3.876 2.458 4.718 0.225
C -3.406 0.486 2.752 -0.252
C -2.715 -0.032 1.679 0.099
N -1.680 0.600 1.112 -0.513
H 3.548 3.053 -0.147 0.268
H 2.407 0.940 -0.725 0.221
H 0.056 4.165 2.077 0.257
H -1.512 3.253 3.171 0.257
H -4.238 -0.054 3.181 0.268
H -2.962 -1.005 1.276 0.218
Se -0.094 -2.152 0.189 0.088
C 1.528 -2.146 1.182 -0.195
C 2.721 -1.670 0.655 -0.280
C 3.868 -1.787 1.423 0.050
N 3.893 -2.346 2.633 -0.364
C 2.743 -2.811 3.115 0.062
C 1.530 -2.729 2.439 -0.257
H 2.771 -1.257 -0.344 0.206
H 4.819 -1.432 1.041 0.211
H 2.786 -3.269 4.097 0.218
H 0.624 -3.114 2.887 0.238
```

Orbital gap (alpha / beta) in eV: 6.17 / 7.33
Total charge: +2
2S+1: 4